Record 1
{
  "formula": "C13H28InNO4P2",
  "method": "ωB97M-V with the def2-TZVPD basis set",
  "e_homo_ev": [-4.24, -4.28],
  "homo_lumo_gap_ev": [4.56, 4.60],
  "charge": 0,
  "largest_force_ev_per_a": 2.604,
  "e_lumo_ha": [0.012, 0.012],
  "de_lowest_kcal_mol": 93.3,
  "symbols": ["C", "C", "N", "C", "C", "C", "C", "P", "In", "P", "C", "O", "O", "H", "H", "H", "C", "C", "H", "H", "H", "H", "C", "C", "H", "H", "H", "H", "H", "H", "H", "H", "H", "H", "H", "H", "H", "H", "H", "H", "H", "H", "C", "O", "C", "O", "H", "H", "H"],
  "coordinates": [[0.034780, -1.159531, -3.820771], [0.271129, -0.938898, -2.435324], [-0.755226, -0.362658, -1.703490], [-2.010152, -0.332535, -2.163799], [-2.284654, -0.642059, -3.497796], [-1.238065, -1.021252, -4.340255], [1.452022, -1.324195, -1.764394], [1.510686, -1.365279, -0.007372], [-0.173142, 0.445516, 0.361663], [-2.641972, 0.828020, 0.342992], [-3.149892, 0.021459, -1.221750], [3.706502, 1.115624, -4.094022], [5.341345, 2.775264, 0.145676], [0.890832, -1.467049, -4.418320], [-3.316563, -0.560177, -3.840045], [-1.434791, -1.212704, -5.394432], [1.075385, -3.020361, 0.601175], [3.192961, -1.014669, 0.562877], [-3.851568, 0.697176, -1.735226], [-3.712731, -0.885789, -0.939745], [4.304824, 1.582482, -4.664891], [2.293010, -1.640049, -2.378088], [-3.757452, 0.231613, 1.632045], [-3.082100, 2.568609, 0.048247], [0.465580, 2.000002, 0.937021], [5.697023, 2.742787, 1.053014], [4.886592, 3.604412, 0.105706], [3.628172, 1.682190, -3.311825], [-0.745620, -1.526060, 2.598972], [0.782957, 1.617715, 1.553681], [1.914998, -3.698979, 0.388254], [0.895522, -2.985402, 1.683674], [0.178550, -3.385060, 0.082210], [3.831451, -1.892415, 0.376543], [3.608213, -0.142105, 0.037687], [3.160973, -0.811809, 1.643272], [-4.174852, 2.688004, 0.078023], [-2.630362, 3.190449, 0.832157], [-2.707118, 2.903616, -0.928155], [-4.525664, 0.992609, 1.827985], [-4.241595, -0.700629, 1.312239], [-3.183554, 0.048955, 2.551065], [-0.070547, 0.518089, 5.111825], [-0.755840, -0.096813, 4.007622], [-0.060143, -0.960833, 3.273041], [1.149439, -1.128037, 3.354255], [0.044190, -0.209370, 5.923534], [-0.723190, 1.331837, 5.427625], [0.909657, 0.898292, 4.805622]],
  "forces_ev_per_angstrom": [[-0.22, 0.15, -0.43], [-0.25, 0.02, 0.74], [-0.39, -1.46, 0.27], [0.41, -0.19, -1.46], [-0.93, 0.45, 1.08], [1.03, -0.02, 0.05], [-0.23, 0.08, -0.10], [-0.21, 1.25, -1.43], [-0.92, -0.93, -1.66], [1.61, 0.36, -0.78], [-0.13, -0.03, 0.11], [-0.37, -0.06, 0.63], [0.64, -0.72, 0.71], [-0.29, -0.02, -0.04], [0.27, -0.13, -0.06], [0.11, 0.01, 0.22], [0.07, -0.25, 0.42], [0.30, -0.18, 0.30], [0.12, -0.25, 0.16], [0.29, 0.21, -0.24], [0.42, 0.30, -0.42], [-0.08, -0.08, 0.22], [-0.47, 0.07, 0.51], [-0.50, 0.41, 0.32], [0.15, 1.42, -1.10], [-0.21, -0.05, -0.62], [-0.45, 0.74, -0.09], [-0.06, -0.29, -0.20], [0.51, 0.34, 0.51], [0.42, -0.38, 2.54], [-0.25, 0.10, 0.05], [0.13, -0.11, -0.23], [0.27, 0.24, 0.09], [-0.11, 0.29, 0.08], [-0.28, -0.30, 0.12], [0.08, -0.13, -0.28], [0.14, 0.12, -0.01], [-0.13, -0.08, -0.22], [0.04, -0.29, 0.35], [0.06, -0.28, 0.05], [0.16, 0.22, 0.13], [-0.24, 0.06, -0.28], [0.06, 0.12, -0.14], [-0.32, -0.17, 0.44], [1.24, -0.42, -0.21], [-1.44, -0.14, 0.09], [0.04, 0.14, -0.20], [0.14, -0.08, 0.01], [-0.23, -0.09, 0.03]],
  "mulliken_charge": [-0.92, 0.87, -0.29, 0.55, -0.78, -0.39, -1.42, 0.88, 0.78, 0.54, -1.13, -0.59, -0.61, 0.38, 0.40, 0.38, -1.12, -1.21, 0.49, 0.37, 0.29, 0.29, -0.99, -1.47, 0.04, 0.31, 0.31, 0.31, 0.47, -0.18, 0.41, 0.27, 0.29, 0.40, 0.33, 0.31, 0.46, 0.38, 0.35, 0.39, 0.38, 0.16, -0.72, -0.20, -0.04, -0.55, 0.30, 0.23, 0.29]
}

Record 2
{
  "formula": "C13H28N2O5",
  "method": "ωB97M-V with the def2-TZVPD basis set",
  "e_homo_ev": -9.60,
  "homo_lumo_gap_ev": 10.19,
  "smiles": "CCCC[C@@H](O)[C@@H](O)CO.CNC(=O)[C@H](C)NC(C)=O",
  "charge": 0,
  "largest_force_ev_per_a": 1.809,
  "e_lumo_ha": 0.022,
  "de_lowest_kcal_mol": 0.0,
  "symbols": ["C", "C", "C", "C", "C", "O", "C", "O", "C", "O", "H", "H", "H", "H", "H", "H", "H", "H", "H", "H", "H", "H", "H", "H", "H", "H", "C", "N", "C", "O", "C", "C", "N", "C", "C", "O", "H", "H", "H", "H", "H", "H", "H", "H", "H", "H", "H", "H"],
  "coordinates": [[0.515681, 1.251838, 0.774315], [-0.096959, 0.917905, 2.131971], [0.382958, -0.451078, 2.622673], [-0.140640, -0.721407, 4.037149], [0.346507, -2.071809, 4.591798], [0.445820, -1.927506, 6.014137], [-0.609520, -3.234153, 4.239631], [-0.505890, -3.608841, 2.860834], [-0.302013, -4.486029, 5.069942], [-1.239959, -5.523105, 4.747428], [1.607525, 1.277734, 0.840966], [0.226121, 0.506254, 0.027656], [0.165312, 2.232750, 0.439647], [-1.188963, 0.919414, 2.048518], [0.188274, 1.691607, 2.852156], [0.027668, -1.226979, 1.936833], [1.477656, -0.478480, 2.626026], [-1.235098, -0.689934, 4.040217], [0.212538, 0.084037, 4.688992], [1.343412, -2.299534, 4.198447], [1.047115, -1.196790, 6.236566], [-1.636997, -2.924105, 4.456283], [-1.014483, -4.433999, 2.744812], [0.722560, -4.817929, 4.870697], [-0.380376, -4.255736, 6.137391], [-1.098638, -6.300078, 5.316407], [-1.161857, -0.262691, -4.440268], [-1.463092, 0.775627, -3.453395], [-0.635248, 1.675551, -2.907923], [-1.090758, 2.433603, -2.062403], [0.853991, 1.765752, -3.342243], [1.657135, 2.890912, -2.663857], [1.094644, 1.789991, -4.793289], [0.532182, 2.543126, -5.740716], [-0.526641, 3.579001, -5.413233], [0.867072, 2.383537, -6.903244], [-1.096688, 0.177287, -5.437300], [-0.220711, -0.762188, -4.203689], [-1.959370, -1.007793, -4.443723], [-2.406895, 0.820161, -3.097925], [1.295982, 0.834569, -2.986902], [2.699208, 2.852847, -2.982655], [1.239527, 3.866216, -2.909547], [1.618685, 2.763950, -1.581438], [1.790658, 1.153859, -5.146545], [-1.456681, 3.082605, -5.147307], [-0.195975, 4.215724, -4.597573], [-0.694778, 4.194308, -6.296316]],
  "forces_ev_per_angstrom": [[-0.21, 0.33, 0.10], [0.43, -0.34, -0.37], [-0.63, 0.39, 0.25], [0.39, -0.54, -0.80], [-0.08, 0.86, -0.05], [-0.09, -0.61, 0.37], [0.05, -1.13, 0.50], [-0.03, 0.33, 0.07], [-0.01, 0.06, 0.81], [0.04, -0.06, -0.13], [-0.05, -0.04, -0.03], [0.05, 0.09, 0.01], [0.09, -0.16, -0.16], [0.08, 0.03, 0.10], [-0.10, -0.04, 0.03], [0.13, 0.01, 0.07], [-0.02, -0.02, -0.02], [0.07, 0.02, 0.09], [-0.02, -0.09, 0.05], [-0.05, -0.10, -0.19], [-0.37, -0.41, -0.41], [-0.03, 0.07, 0.06], [0.29, 0.50, 0.26], [-0.01, 0.05, -0.14], [0.06, 0.13, -0.13], [0.06, 0.64, -0.35], [0.05, 0.42, 0.02], [-0.09, -1.28, -0.83], [-0.01, 1.35, 0.47], [0.59, 0.16, 0.03], [0.42, 0.16, -0.25], [-0.71, -0.23, 0.32], [-0.11, -0.87, 1.58], [-0.62, 0.86, -1.45], [0.35, -0.16, 0.19], [0.16, -0.09, -0.32], [0.08, -0.19, -0.05], [-0.07, 0.00, -0.05], [0.10, 0.13, 0.12], [0.16, 0.10, 0.06], [0.01, -0.24, -0.10], [-0.11, -0.09, -0.10], [0.04, 0.00, 0.04], [-0.02, 0.12, -0.02], [-0.01, -0.01, -0.10], [-0.11, 0.04, 0.19], [-0.20, 0.03, 0.22], [0.11, -0.20, 0.04]],
  "mulliken_charge": [-1.09, -0.55, -0.48, -0.80, 0.25, -0.59, -0.05, -0.52, -0.62, -0.54, 0.35, 0.22, 0.40, 0.33, 0.32, 0.25, 0.28, 0.24, 0.33, 0.33, 0.35, 0.22, 0.37, 0.27, 0.37, 0.31, -0.79, -0.08, 0.29, -0.68, 0.05, -1.23, -0.03, 0.64, -0.95, -0.67, 0.24, 0.26, 0.34, 0.27, 0.40, 0.40, 0.24, 0.19, 0.25, 0.26, 0.28, 0.33]
}